[1]
# C36H44AsN2O5OsPS

C36H44AsN2O5OsPS as an isolated structure in a non-equilibrium geometry (ωB97M-V/def2-TZVPD, the OMol25 dataset).

ORCA input file:
```
! RIJCOSX wB97M-V def2-TZVPD def2/J DEFGRID3
* xyz 2 5
Os 0.592 -1.524 0.865
O 0.909 0.424 -2.669
C 0.639 -0.508 -1.961
O 1.253 -0.812 -0.869
C -0.533 -1.455 -2.372
C -0.361 -2.915 -1.918
C -1.340 -3.801 -2.695
C -2.680 -3.362 -2.080
C -2.207 -2.401 -0.978
O -0.932 -2.932 -0.601
C -1.829 -1.060 -1.624
C -1.564 0.033 -0.566
O -1.832 1.184 -0.888
O -1.142 -0.298 0.583
H -0.630 -1.352 -3.454
H 0.661 -3.284 -1.887
H -1.124 -4.843 -2.466
H -1.280 -3.659 -3.770
H -3.223 -4.204 -1.658
H -3.320 -2.866 -2.802
H -2.867 -2.321 -0.116
H -2.586 -0.662 -2.296
C -2.259 6.640 3.633
C -1.156 6.447 2.816
C -1.098 5.338 1.988
C -2.122 4.407 2.022
C -3.244 4.606 2.813
C -3.303 5.729 3.622
As -1.842 2.645 1.167
C -3.582 1.813 1.295
C -3.812 0.541 1.809
C -5.064 -0.036 1.685
C -6.086 0.640 1.034
C -5.866 1.909 0.525
C -4.620 2.491 0.654
C -0.755 1.982 2.661
C -1.307 2.098 3.932
C -0.514 1.907 5.054
C 0.838 1.631 4.907
C 1.382 1.494 3.641
C 0.584 1.650 2.516
H -2.312 7.509 4.269
H -0.340 7.151 2.830
H -0.249 5.194 1.329
H -4.058 3.890 2.821
H -4.170 5.889 4.245
H -2.998 0.002 2.285
H -5.239 -1.027 2.078
H -7.050 0.171 0.917
H -6.660 2.432 0.014
H -4.430 3.479 0.246
H -2.346 2.389 4.036
H -0.934 2.039 6.041
H 1.470 1.545 5.777
H 2.442 1.318 3.533
H 1.005 1.564 1.517
C 5.011 -1.425 2.646
C 3.582 -1.124 2.210
P 2.753 -2.437 1.217
C 3.960 -2.785 -0.138
C 3.346 -3.320 -1.424
C 2.820 -3.909 2.328
C 1.922 -5.056 1.876
H 5.450 -0.532 3.085
H 5.638 -1.716 1.808
H 5.042 -2.214 3.391
H 3.563 -0.215 1.600
H 2.945 -0.964 3.085
H 4.680 -3.505 0.270
H 4.481 -1.848 -0.352
H 2.818 -4.254 -1.242
H 4.120 -3.507 -2.164
H 2.665 -2.581 -1.834
H 2.502 -3.559 3.314
H 3.857 -4.248 2.401
H 0.938 -4.674 1.595
H 1.799 -5.778 2.680
H 2.350 -5.586 1.029
C -1.973 -4.208 3.208
N -2.200 -2.948 3.861
C -3.257 -2.648 4.676
C -3.085 -1.380 5.128
N -1.924 -0.918 4.576
C -1.388 -1.879 3.802
S 0.202 -1.818 3.147
H -2.927 -4.648 2.924
H -1.458 -4.900 3.879
H -1.353 -4.038 2.324
H -4.033 -3.357 4.884
H -3.691 -0.795 5.788
H -1.506 0.005 4.709
*
```

Values from the calculation:
- Electronic energy: -4949.38136 Eh
- Lowest unoccupied orbital energy (spin up / spin down): -5.111 / -7.406 eV
- E_HOMO (spin up / spin down): -13.62 / -14.04 eV
- Gap between HOMO and LUMO (spin up / spin down): 8.506 / 6.638 eV
- ⟨S²⟩: 6.021

---

[2]
# C36H44KN15OS

C36H44KN15OS as an isolated structure in a non-equilibrium geometry (ωB97M-V/def2-TZVPD, the OMol25 dataset).

ORCA input file:
```
! RIJCOSX wB97M-V def2-TZVPD def2/J DEFGRID3
* xyz 0 1
K -1.352 -0.552 1.108
C -4.355 -0.223 2.655
C -4.822 0.323 1.295
N -3.723 0.334 0.356
C -3.967 -0.196 -0.966
C -4.120 -1.724 -0.908
N -3.078 -2.280 -0.075
C -3.466 -3.267 0.900
C -4.269 -2.603 2.029
N -3.568 -1.425 2.497
H -3.718 0.532 3.119
H -5.244 -0.362 3.301
H -5.624 -0.305 0.903
H -5.254 1.322 1.467
H -3.289 1.244 0.305
H -4.853 0.242 -1.461
H -3.095 0.037 -1.574
H -5.088 -1.984 -0.475
H -4.109 -2.120 -1.936
H -2.276 -2.562 -0.622
H -4.059 -4.101 0.477
H -2.555 -3.678 1.337
H -5.254 -2.317 1.654
H -4.430 -3.343 2.826
H -3.051 -1.630 3.340
C -1.806 0.716 -5.053
C -0.316 0.621 -4.727
N -0.027 -0.355 -3.708
C -0.205 -0.144 -2.374
S -0.018 -1.519 -1.402
N -0.461 1.103 -2.039
N -0.657 1.420 -0.753
C -0.863 2.681 -0.513
C -0.880 3.726 -1.603
C -1.080 3.095 0.854
C -0.905 4.440 1.235
C -1.066 4.797 2.554
C -1.408 3.816 3.479
C -1.606 2.528 3.009
N -1.445 2.166 1.751
H -1.969 1.454 -5.834
H -2.360 1.014 -4.166
H -2.185 -0.245 -5.397
H 0.047 1.591 -4.381
H 0.242 0.340 -5.626
H -0.009 -1.327 -3.980
H -1.057 3.220 -2.550
H 0.076 4.248 -1.671
H -1.670 4.455 -1.426
H -0.629 5.181 0.502
H -0.934 5.823 2.869
H -1.514 4.047 4.526
H -1.905 1.738 3.685
C 2.072 -4.949 -0.589
N 1.469 -4.232 0.502
C 0.177 -3.950 0.714
N 0.043 -3.229 1.803
C 1.313 -3.073 2.227
N 2.200 -3.667 1.467
C 2.354 -4.039 -1.761
C 1.984 -4.379 -3.054
C 2.294 -3.541 -4.116
C 2.968 -2.355 -3.901
C 3.317 -2.001 -2.601
C 3.008 -2.840 -1.536
C 4.022 -0.770 -2.321
N 4.873 -0.126 -3.062
N 5.336 0.905 -2.333
C 4.736 0.856 -1.185
O 3.885 -0.190 -1.112
C 4.816 1.725 -0.023
C 6.024 2.093 0.560
C 6.012 2.805 1.747
C 4.811 3.154 2.347
C 3.603 2.828 1.743
C 2.277 3.195 2.360
N 1.632 2.039 2.934
C 1.115 0.954 2.341
N 0.597 0.152 3.241
C 0.827 0.798 4.401
N 1.450 1.942 4.253
C 3.614 2.110 0.559
H 1.405 -5.764 -0.885
H 3.012 -5.369 -0.215
H -0.612 -4.299 0.082
H 1.575 -2.532 3.111
H 1.453 -5.301 -3.238
H 2.008 -3.822 -5.119
H 3.218 -1.689 -4.712
H 3.283 -2.559 -0.530
H 6.950 1.801 0.092
H 6.945 3.074 2.221
H 4.811 3.683 3.289
H 1.614 3.620 1.597
H 2.414 3.911 3.173
H 1.103 0.771 1.289
H 0.534 0.414 5.357
H 2.686 1.853 0.071
*
```

Values from the calculation:
- Energy above the lowest of the compared OMol25 structures with the same formula, charge and spin: 20.4 kcal per mole
- Electronic energy: -3292.97128 Eh
- Lowest unoccupied orbital energy: 0.237 eV
- E_HOMO: -7.04 eV
- Gap between HOMO and LUMO: 7.276 eV

---

[3]
# C36H44N8O2

A 8-piece molecular cluster, C36H44N8O2 overall in a non-equilibrium geometry (ωB97M-V/def2-TZVPD, the OMol25 dataset).

ORCA input file:
```
! RIJCOSX wB97M-V def2-TZVPD def2/J DEFGRID3
* xyz 0 1
C 4.303 1.919 1.951
C 3.371 2.925 2.590
O 3.648 3.273 3.728
N 2.258 3.309 1.850
C 1.119 4.076 2.305
H 3.754 1.045 1.585
H 5.015 1.567 2.648
H 4.817 2.338 1.077
H 1.987 2.718 1.094
H 1.496 5.137 2.509
H 0.610 3.701 3.235
H 0.425 4.141 1.451
C -0.432 2.230 5.530
C 0.254 1.108 4.782
O -0.385 0.128 4.387
N 1.572 1.168 4.486
C 2.301 0.016 4.059
H -1.437 2.573 5.189
H 0.267 3.095 5.686
H -0.666 1.883 6.533
H 2.101 1.988 4.695
H 1.999 -0.909 4.613
H 3.390 0.120 4.334
H 2.189 -0.249 3.041
N 1.254 -1.419 -5.020
C 1.201 -0.298 -4.220
C 2.293 0.069 -3.416
C 3.451 -0.678 -3.399
C 3.559 -1.811 -4.245
C 2.417 -2.090 -5.022
H 0.274 0.210 -4.051
H 2.279 0.941 -2.708
H 4.178 -0.418 -2.632
H 4.462 -2.369 -4.352
H 2.364 -2.959 -5.732
N -4.020 -4.097 1.542
C -2.858 -3.563 1.301
C -2.044 -2.858 2.187
C -2.562 -2.516 3.374
C -3.917 -2.937 3.613
C -4.560 -3.830 2.728
H -2.417 -3.825 0.311
H -1.003 -2.633 1.925
H -2.036 -1.865 4.018
H -4.445 -2.738 4.571
H -5.530 -4.224 3.012
N 4.375 3.195 -4.298
C 4.570 2.239 -5.191
C 3.690 1.911 -6.217
C 2.540 2.708 -6.399
C 2.309 3.719 -5.454
C 3.287 3.963 -4.465
H 5.508 1.631 -4.959
H 3.893 1.109 -6.868
H 1.794 2.487 -7.109
H 1.466 4.412 -5.490
H 3.239 4.765 -3.808
N 0.446 1.753 0.185
C -0.279 1.749 -0.908
C -1.463 1.136 -1.069
C -1.907 0.427 0.009
C -1.182 0.473 1.218
C 0.026 1.115 1.245
H 0.211 2.288 -1.701
H -1.993 1.189 -2.023
H -2.824 -0.212 0.108
H -1.590 -0.134 2.055
H 0.638 1.124 2.135
N 1.438 -2.507 0.824
C 1.086 -1.863 -0.318
C 0.383 -2.532 -1.325
C -0.044 -3.832 -1.127
C 0.408 -4.481 -0.015
C 1.148 -3.798 0.919
H 1.415 -0.799 -0.348
H 0.185 -2.103 -2.285
H -0.585 -4.385 -1.904
H 0.136 -5.530 0.091
H 1.285 -4.256 1.917
N -5.210 0.018 0.095
C -6.312 0.516 -0.444
C -7.391 -0.296 -0.895
C -7.216 -1.683 -0.814
C -6.094 -2.185 -0.184
C -5.087 -1.290 0.250
H -6.234 1.609 -0.586
H -8.237 0.229 -1.320
H -7.988 -2.374 -1.070
H -5.972 -3.232 -0.193
H -4.162 -1.662 0.591
*
```

Values from the calculation:
- Electronic energy: -1986.66361 Eh
- Lowest unoccupied orbital energy: 0.570 eV
- E_HOMO: -9.36 eV
- Gap between HOMO and LUMO: 9.927 eV
- Structure (SMILES): CNC(C)=O.CNC(C)=O.c1ccncc1.c1ccncc1.c1ccncc1.c1ccncc1.c1ccncc1.c1ccncc1